Entry 1:
{
  "formula": "C24H24Cl8IrN7O3S2",
  "method": "ωB97M-V/def2-TZVPD",
  "orbital_gap_ev": 6.789,
  "total_charge": 0,
  "e_lumo_ev": -1.062,
  "symbols": ["Ir", "N", "C", "C", "C", "C", "C", "C", "S", "O", "O", "N", "C", "N", "C", "C", "C", "N", "H", "H", "H", "H", "H", "H", "H", "H", "H", "C", "N", "C", "N", "S", "H", "H", "H", "H", "H", "H", "Cl", "C", "C", "C", "Cl", "C", "Cl", "C", "Cl", "C", "Cl", "C", "C", "C", "C", "O", "H", "H", "H", "H", "H", "H", "H", "H", "H", "Cl", "C", "Cl", "Cl", "C", "N"],
  "coordinates": [[0.012, 0.890, -0.878], [-1.066, -5.827, 3.863], [-0.652, -4.519, 3.705], [-1.483, -3.583, 3.081], [-1.053, -2.286, 2.882], [0.209, -1.889, 3.311], [1.039, -2.807, 3.935], [0.617, -4.115, 4.124], [0.729, -0.201, 3.166], [1.925, -0.058, 3.947], [-0.408, 0.601, 3.538], [0.947, -0.025, 1.570], [2.144, 0.256, 1.037], [2.054, 0.734, -0.244], [3.151, 1.256, -0.792], [4.366, 1.242, -0.149], [4.397, 0.565, 1.068], [3.330, 0.057, 1.644], [-2.036, -6.046, 3.735], [-0.551, -6.425, 4.482], [-2.478, -3.877, 2.765], [-1.715, -1.567, 2.413], [2.013, -2.484, 4.276], [1.266, -4.825, 4.623], [3.036, 1.672, -1.782], [5.244, 1.685, -0.590], [5.335, 0.416, 1.594], [3.157, -1.164, -3.286], [1.783, -1.509, -3.642], [0.742, -0.703, -3.498], [-0.462, -1.166, -3.817], [0.920, 0.949, -2.986], [3.813, -1.903, -3.738], [3.298, -1.166, -2.205], [3.406, -0.181, -3.674], [1.585, -2.491, -3.775], [-0.636, -2.156, -3.911], [-1.247, -0.544, -3.679], [-1.999, 1.738, -3.935], [-2.784, 1.303, -2.442], [-2.055, 1.082, -1.261], [-2.875, 0.871, -0.147], [-2.065, 0.690, 1.360], [-4.262, 0.805, -0.169], [-5.148, 0.502, 1.276], [-4.931, 0.975, -1.373], [-6.646, 0.864, -1.445], [-4.183, 1.248, -2.510], [-5.013, 1.510, -4.001], [-0.890, 4.743, -1.441], [-0.038, 4.023, -0.393], [-0.875, 3.767, 0.852], [1.178, 4.872, -0.024], [0.476, 2.844, -0.975], [-1.265, 5.698, -1.063], [-1.745, 4.120, -1.716], [-0.298, 4.928, -2.339], [-1.820, 3.293, 0.590], [-1.101, 4.710, 1.356], [-0.344, 3.123, 1.555], [0.875, 5.875, 0.284], [1.844, 4.953, -0.884], [1.726, 4.406, 0.797], [-2.174, -4.073, -0.372], [-0.483, -3.683, -0.580], [0.575, -4.348, 0.631], [0.047, -4.318, -2.212], [-0.301, -2.229, -0.707], [-0.158, -1.098, -0.827]]
}

---

Entry 2:
{
  "formula": "C24H24CsN3O2PS4",
  "method": "ωB97M-V/def2-TZVPD",
  "orbital_gap_ev": 4.260,
  "total_charge": -1,
  "e_lumo_ev": 1.773,
  "symbols": ["Cs", "O", "C", "S", "C", "C", "S", "S", "S", "N", "P", "C", "C", "C", "C", "C", "C", "C", "C", "C", "C", "C", "C", "C", "C", "C", "C", "C", "N", "H", "H", "H", "H", "H", "H", "H", "H", "H", "H", "H", "H", "H", "H", "H", "C", "N", "C", "C", "C", "O", "H", "H", "H", "H", "H", "H", "H", "H", "H"],
  "coordinates": [[0.463, -1.202, 0.010], [6.126, -5.427, 2.462], [5.286, -4.781, 1.864], [3.784, -5.438, 1.229], [3.102, -3.953, 0.556], [3.857, -2.840, 0.696], [3.525, -1.201, 0.149], [5.396, -3.059, 1.540], [1.533, -4.134, -0.226], [-0.759, 3.152, 0.037], [0.802, 2.366, 0.156], [1.789, 3.904, 0.369], [1.770, 4.967, -0.533], [2.522, 6.108, -0.294], [3.313, 6.190, 0.849], [3.347, 5.138, 1.746], [2.581, 3.999, 1.506], [1.178, 2.017, -1.612], [0.167, 1.692, -2.515], [0.479, 1.372, -3.831], [1.802, 1.347, -4.247], [2.816, 1.631, -3.342], [2.507, 1.967, -2.034], [-1.965, 2.495, 0.183], [-3.166, 3.212, 0.332], [-4.337, 2.503, 0.437], [-4.315, 1.111, 0.398], [-3.088, 0.494, 0.254], [-1.935, 1.167, 0.143], [-0.787, 4.159, 0.092], [1.181, 4.889, -1.442], [2.507, 6.925, -1.004], [3.911, 7.076, 1.032], [3.972, 5.191, 2.629], [2.615, 3.167, 2.200], [-0.865, 1.677, -2.186], [-0.314, 1.117, -4.524], [2.046, 1.078, -5.267], [3.852, 1.572, -3.648], [3.309, 2.162, -1.331], [-3.154, 4.295, 0.365], [-5.275, 3.032, 0.554], [-5.218, 0.522, 0.479], [-3.004, -0.589, 0.235], [-4.249, -4.421, -0.264], [-3.294, -4.777, 0.772], [-3.282, -6.120, 1.335], [-2.377, -3.834, 1.106], [-1.316, -4.154, 2.120], [-2.390, -2.737, 0.548], [-4.941, -5.249, -0.400], [-3.747, -4.212, -1.210], [-4.807, -3.526, 0.010], [-4.116, -6.675, 0.912], [-3.401, -6.111, 2.418], [-2.363, -6.656, 1.094], [-1.478, -5.072, 2.678], [-1.251, -3.316, 2.815], [-0.344, -4.212, 1.599]]
}

---

Entry 3:
{
  "formula": "C24H24F8O24",
  "method": "ωB97M-V/def2-TZVPD",
  "orbital_gap_ev": 10.438,
  "total_charge": 0,
  "smiles": "O=C1OC[C@@H](F)O1.O=C1OC[C@@H](F)O1.O=C1OC[C@@H](F)O1.O=C1OC[C@@H](F)O1.O=C1OC[C@@H](F)O1.O=C1OC[C@@H](F)O1.O=C1OC[C@@H](F)O1.O=C1OC[C@@H](F)O1",
  "e_lumo_ev": 0.021,
  "symbols": ["C", "C", "O", "C", "O", "O", "F", "H", "H", "H", "C", "C", "O", "C", "O", "O", "F", "H", "H", "H", "C", "C", "O", "C", "O", "O", "F", "H", "H", "H", "C", "C", "O", "C", "O", "O", "F", "H", "H", "H", "C", "C", "O", "C", "O", "O", "F", "H", "H", "H", "C", "C", "O", "C", "O", "O", "F", "H", "H", "H", "C", "C", "O", "C", "O", "O", "F", "H", "H", "H", "C", "C", "O", "C", "O", "O", "F", "H", "H", "H"],
  "coordinates": [[-0.394, -6.406, -1.404], [0.784, -6.001, -0.551], [1.547, -5.244, -1.462], [0.808, -4.922, -2.543], [1.240, -4.226, -3.409], [-0.414, -5.441, -2.468], [1.400, -7.125, -0.080], [-1.391, -6.516, -0.986], [-0.208, -7.395, -1.834], [0.448, -5.492, 0.356], [4.383, -3.580, -2.674], [4.593, -3.321, -1.155], [4.851, -4.651, -0.719], [4.898, -5.515, -1.790], [4.718, -6.675, -1.663], [5.043, -4.776, -2.900], [3.524, -2.739, -0.623], [4.706, -2.822, -3.394], [3.302, -3.495, -2.844], [5.535, -2.795, -1.000], [-2.427, 2.143, -4.481], [-1.638, 1.027, -3.766], [-1.386, 0.096, -4.814], [-1.568, 0.734, -6.005], [-1.307, 0.288, -7.065], [-1.958, 2.016, -5.821], [-2.519, 0.377, -2.943], [-2.265, 3.161, -4.141], [-3.447, 1.834, -4.240], [-0.699, 1.276, -3.274], [-1.059, 0.323, 5.165], [-2.143, 0.984, 6.014], [-3.307, 0.777, 5.290], [-3.028, 0.347, 4.030], [-3.785, -0.110, 3.222], [-1.716, 0.192, 3.921], [-1.902, 2.327, 6.239], [-0.873, -0.619, 5.684], [-0.168, 0.925, 5.010], [-2.252, 0.543, 7.003], [-4.809, 1.779, 1.039], [-5.627, 2.295, -0.158], [-4.617, 2.782, -1.045], [-3.485, 2.905, -0.317], [-2.410, 3.216, -0.741], [-3.741, 2.716, 0.969], [-6.454, 3.307, 0.238], [-4.606, 0.710, 1.017], [-5.320, 2.027, 1.968], [-6.253, 1.523, -0.605], [0.915, 0.323, 0.264], [-0.574, 0.409, 0.645], [-0.754, -0.933, 1.110], [0.082, -1.733, 0.487], [0.065, -2.935, 0.464], [1.171, -1.049, 0.085], [-1.282, 0.531, -0.531], [1.674, 0.901, 0.802], [1.116, 0.842, -0.685], [-0.960, 1.153, 1.329], [4.495, 2.228, -2.158], [5.174, 0.843, -2.329], [4.794, 0.175, -1.154], [4.525, 1.095, -0.182], [4.434, 0.911, 0.982], [4.438, 2.312, -0.766], [6.519, 0.900, -2.435], [3.568, 2.322, -2.717], [5.281, 2.883, -2.542], [4.773, 0.335, -3.204], [-2.166, 4.501, 3.554], [-1.158, 5.459, 4.196], [-0.003, 4.642, 4.318], [-0.140, 3.530, 3.597], [0.705, 2.705, 3.442], [-1.383, 3.402, 3.084], [-1.474, 5.938, 5.415], [-2.695, 5.024, 2.763], [-2.839, 4.225, 4.369], [-0.904, 6.300, 3.544]]
}

---

Entry 4:
{
  "formula": "C24H24F9LaNO2P2",
  "method": "ωB97M-V/def2-TZVPD",
  "orbital_gap_ev": [5.361, 6.475],
  "total_charge": 1,
  "e_lumo_ev": [-3.490, -3.573],
  "symbols": ["C", "C", "C", "C", "C", "C", "C", "C", "C", "C", "C", "C", "C", "H", "H", "H", "H", "H", "H", "H", "N", "La", "C", "H", "H", "C", "H", "H", "P", "P", "C", "H", "H", "H", "C", "H", "H", "H", "C", "H", "H", "H", "C", "H", "H", "H", "C", "O", "H", "F", "C", "F", "F", "C", "O", "C", "F", "F", "F", "C", "F", "F", "F"],
  "coordinates": [[-1.429, 3.354, -2.745], [-1.275, 2.055, -2.278], [0.053, 1.510, -2.253], [1.184, 2.283, -2.679], [0.955, 3.617, -3.112], [-0.332, 4.134, -3.140], [2.438, 1.643, -2.668], [2.510, 0.239, -2.738], [1.355, -0.498, -2.348], [1.385, -1.923, -2.269], [2.564, -2.574, -2.621], [3.705, -1.863, -3.019], [3.686, -0.487, -3.087], [-2.439, 3.771, -2.807], [1.799, 4.210, -3.459], [-0.514, 5.152, -3.486], [3.333, 2.236, -2.840], [2.596, -3.663, -2.589], [4.612, -2.415, -3.281], [4.577, 0.070, -3.391], [0.291, 0.212, -1.823], [0.114, 0.430, 0.593], [-2.507, 1.272, -1.813], [-2.532, 0.274, -2.280], [-3.433, 1.803, -2.086], [0.190, -2.693, -1.735], [-0.733, -2.392, -2.253], [0.342, -3.775, -1.857], [-2.595, 1.017, 0.029], [-0.122, -2.403, 0.071], [1.241, -3.396, 0.770], [1.244, -3.272, 1.864], [1.099, -4.456, 0.512], [2.204, -3.047, 0.375], [-1.566, -3.455, 0.386], [-1.349, -4.500, 0.133], [-1.823, -3.379, 1.451], [-2.419, -3.096, -0.204], [-2.842, 2.725, 0.646], [-3.893, 3.010, 0.510], [-2.588, 2.781, 1.718], [-2.198, 3.440, 0.115], [-4.165, 0.165, 0.337], [-4.210, -0.112, 1.402], [-5.019, 0.813, 0.093], [-4.224, -0.765, -0.249], [3.574, 0.791, -0.446], [3.441, 0.206, 0.563], [4.290, 1.157, -1.274], [1.410, -1.909, 3.875], [1.253, -0.748, 4.582], [1.162, -1.054, 5.902], [2.381, -0.026, 4.367], [0.003, 0.012, 4.053], [0.179, 0.104, 2.678], [-1.321, -0.777, 4.268], [-1.714, -0.866, 5.558], [-2.329, -0.188, 3.550], [-1.189, -2.041, 3.766], [-0.080, 1.469, 4.571], [-0.124, 1.562, 5.922], [0.987, 2.179, 4.113], [-1.191, 2.078, 4.054]]
}